Density functional theory data (ωB97M-V/def2-TZVPD) for 18 unconnected molecules or ions with the total composition C72H108O54 in a non-equilibrium geometry.

orbital gap	9.0332	eV
DFT total energy	-186971.9776	eV
ΔE to the lowest compared entry with this formula, charge and spin	189.2	kcal/mol
charge	0

XYZ file:
```
234
Properties=species:S:1:pos:R:3:forces:R:3
C 5.122401 -1.948631 -3.747364 0.14 0.07 0.17
C 4.532930 -3.329736 -3.407876 0.18 0.69 0.78
C 5.537648 -4.353167 -3.031660 1.34 -3.24 -0.06
O 5.024742 -5.077015 -1.838072 1.03 0.83 -1.48
C 4.075485 -4.327061 -1.308750 0.74 0.54 -0.55
O 3.606913 -4.582146 -0.242818 -0.84 0.87 -0.20
O 3.847747 -3.252418 -2.141478 -1.72 0.25 1.04
H 4.481746 -1.234537 -4.264801 -0.47 -0.38 0.10
H 6.018180 -1.998113 -4.366417 0.05 -0.45 -0.04
H 5.419759 -1.464357 -2.817225 0.00 -0.11 0.13
H 3.885401 -3.730082 -4.187955 -0.32 0.24 0.13
H 6.570568 -4.047261 -2.865550 -0.22 0.45 0.43
H 5.604275 -5.187317 -3.730133 0.08 0.34 -0.45
C 7.630538 -1.504809 0.936923 -0.65 0.89 0.24
C 6.398532 -0.617815 1.270744 0.68 -1.45 -1.87
C 6.423833 0.777316 0.713902 2.29 0.57 1.55
O 5.159197 1.024872 0.237718 -1.66 1.22 -0.56
C 4.566581 -0.108392 -0.032963 -1.45 -3.96 -2.64
O 3.589008 -0.313601 -0.746472 1.81 1.27 1.95
O 5.331140 -1.193300 0.411374 -0.42 2.42 0.78
H 8.522407 -1.164016 1.462787 -0.10 -0.35 0.35
H 7.875665 -1.420410 -0.121799 -0.27 0.10 -0.11
H 7.354105 -2.542865 1.121637 0.35 0.06 0.34
H 6.159342 -0.558227 2.332504 -0.39 -0.68 -0.03
H 7.184407 0.888467 -0.058926 -0.11 0.13 -0.19
H 6.599334 1.481166 1.527481 0.31 0.21 -0.21
C 1.859386 -2.474888 3.575858 1.28 1.56 0.79
C 2.702649 -3.337723 2.666369 -4.09 1.10 -0.95
C 4.065867 -2.743336 2.324668 -0.91 -0.77 -0.68
O 4.847176 -3.489225 3.162012 2.26 -2.23 3.25
C 4.155830 -4.510587 3.729221 2.06 -4.70 2.44
O 4.527936 -5.484903 4.407791 0.78 3.42 -1.57
O 2.910537 -4.508690 3.395226 -0.77 0.38 -1.18
H 1.635320 -1.540813 3.060702 -0.36 0.11 0.09
H 2.559711 -2.231106 4.374741 0.00 0.50 0.44
H 0.999373 -2.862121 4.122231 -0.09 -0.54 -0.83
H 2.012294 -3.569174 1.855230 0.77 -0.29 -0.65
H 4.194902 -1.707596 2.638840 -0.39 0.17 -0.51
H 4.482307 -3.028390 1.358532 -0.94 0.87 -0.33
C -3.683083 -4.555007 1.319543 -0.34 -0.60 0.23
C -5.104198 -4.975677 0.794902 0.24 3.53 1.27
C -5.403679 -5.201025 -0.648705 -0.03 -0.45 -1.84
O -5.947654 -6.543719 -0.723630 1.11 -1.30 2.41
C -5.743079 -7.098628 0.576983 -0.49 -5.25 -1.38
O -5.778435 -8.325452 0.909811 -0.27 5.22 -1.93
O -5.474427 -6.144654 1.400091 0.28 -1.40 2.42
H -2.956135 -5.359489 1.207983 0.12 0.13 -0.73
H -3.641262 -4.437507 2.402384 -0.88 -0.23 0.26
H -3.287673 -3.577374 1.043878 -0.22 -0.17 -0.95
H -5.827369 -4.247083 1.161346 0.21 0.42 0.07
H -4.491293 -5.104622 -1.237218 -0.04 -0.30 -0.32
H -6.188767 -4.604988 -1.113976 0.30 0.52 0.44
C 1.887096 3.236146 -6.384221 0.78 -1.07 1.73
C 1.522234 4.236973 -7.432085 -1.24 1.34 3.65
C 2.530694 5.395782 -7.493996 -0.84 1.08 -0.18
O 2.743532 5.514306 -8.903873 0.53 -0.62 -0.42
C 2.190045 4.463928 -9.517406 -1.13 -1.32 -2.99
O 2.143474 4.212401 -10.709296 0.68 0.96 2.52
O 1.519248 3.672719 -8.618689 1.88 -1.75 -4.98
H 2.944610 3.000415 -6.503411 0.23 0.18 0.02
H 1.457487 2.238663 -6.291678 -0.82 0.04 -1.16
H 1.766606 3.513989 -5.337139 0.18 0.94 -0.09
H 0.493044 4.595142 -7.456433 -0.28 0.66 1.70
H 3.452996 5.283851 -6.923977 0.06 -0.31 -0.26
H 2.081227 6.357429 -7.246366 0.01 -0.16 0.53
C 4.698293 -7.538740 1.415245 0.08 -0.60 1.20
C 3.164257 -7.761484 1.428899 3.01 5.34 0.36
C 2.632250 -7.458358 0.049496 -1.23 -0.97 1.61
O 2.325940 -8.845090 -0.314583 -1.27 -0.16 -2.59
C 2.499076 -9.770055 0.647094 4.65 0.59 0.32
O 2.791086 -10.952599 0.546125 -2.39 2.49 0.06
O 2.897533 -9.001762 1.736810 -1.85 -5.97 1.23
H 5.153544 -8.017659 0.548358 0.08 0.13 -0.06
H 5.076564 -8.010365 2.322211 0.14 -0.39 -0.05
H 5.053348 -6.520431 1.573608 -0.47 0.27 -0.64
H 2.769717 -7.163887 2.250662 -0.28 0.55 -0.34
H 3.340061 -6.924679 -0.584767 -0.03 -0.89 -0.27
H 1.756550 -6.824160 0.187478 -0.51 -0.44 -0.70
C -5.610642 3.254007 8.162691 -1.31 -0.34 1.49
C -5.832557 3.243668 6.667612 1.13 1.21 1.07
C -5.943748 4.671949 6.092099 -1.21 -0.44 0.44
O -4.986932 4.656541 5.049794 -0.24 1.23 -0.45
C -4.220541 3.577370 5.100037 2.12 -1.24 -2.70
O -3.361506 3.303703 4.228350 -2.44 0.92 3.59
O -4.576415 2.829658 6.166069 1.60 -0.55 -1.65
H -5.059492 4.040566 8.678110 0.74 0.42 -1.21
H -5.146117 2.331091 8.509903 -0.33 -0.17 -0.11
H -6.548163 3.425688 8.691517 -0.51 -0.68 -0.06
H -6.541902 2.512339 6.280187 -0.40 0.27 0.37
H -5.817983 5.445816 6.849338 1.12 -0.04 0.00
H -6.943415 4.942116 5.751838 0.05 -0.51 -0.81
C 2.813740 3.619551 5.006909 0.56 0.31 -0.61
C 3.318481 3.970711 3.569053 0.21 -0.83 1.89
C 3.623955 2.869226 2.560622 -0.53 1.16 0.51
O 2.819464 3.294154 1.407888 0.15 -0.54 0.36
C 2.164613 4.474751 1.677043 -2.48 1.55 -4.58
O 1.454628 5.098076 0.750871 3.97 -3.42 5.56
O 2.408316 4.824220 2.932081 -0.80 1.49 -1.06
H 2.241253 4.417455 5.479896 0.22 0.43 -0.41
H 3.745482 3.540474 5.566987 -0.29 -0.48 0.44
H 2.155607 2.760298 5.135866 0.33 -0.33 -0.48
H 4.334515 4.351407 3.673235 -0.55 1.56 0.38
H 3.462504 1.929140 3.088134 -0.78 -0.56 -1.14
H 4.695419 2.981981 2.395248 -0.19 -0.43 -1.00
C 1.227466 -1.744656 -4.392884 0.77 0.44 -1.07
C 0.194706 -2.800897 -4.779001 2.16 0.08 0.73
C 0.135918 -4.067886 -3.874744 -1.46 1.27 -2.03
O -1.321564 -4.188581 -3.760371 0.60 -0.28 0.17
C -1.988211 -3.112481 -4.303743 -2.94 -0.69 3.16
O -3.207234 -2.974387 -4.106643 4.02 -0.22 -1.52
O -1.105563 -2.231825 -4.753079 -0.42 0.38 -0.66
H 2.253282 -1.949793 -4.699008 0.08 -1.24 -0.17
H 1.415771 -1.381862 -3.382426 -1.12 0.10 0.07
H 1.064511 -0.982327 -5.154727 -0.42 0.90 0.72
H 0.479060 -3.019535 -5.808301 -0.53 -0.43 -0.14
H 0.706994 -3.897596 -2.962068 -0.66 -0.26 0.38
H 0.505342 -4.917365 -4.449203 -0.03 -0.14 0.41
C -6.028910 6.657552 0.878584 -1.32 -1.13 0.02
C -6.232132 5.244993 0.177154 1.21 1.20 0.42
C -4.953513 4.648058 -0.339913 1.16 -1.56 -0.11
O -4.616048 3.582887 0.655740 3.33 0.32 -1.89
C -5.549986 3.385503 1.506803 -2.45 1.34 2.84
O -5.569245 2.815825 2.592256 -0.21 1.04 -3.68
O -6.593835 4.182568 0.984806 -2.68 -1.19 3.06
H -5.483945 6.630744 1.822195 0.72 -0.27 -0.36
H -6.983164 7.051907 1.227862 -0.36 -0.19 -0.29
H -5.676009 7.392607 0.155222 0.42 -0.17 0.07
H -6.987755 5.299763 -0.606512 0.09 0.27 0.00
H -4.055028 5.261485 -0.407255 -0.25 0.14 0.06
H -5.131706 4.105501 -1.268342 0.17 0.08 -0.11
C -3.965287 -0.096115 -3.488424 2.16 0.26 0.83
C -3.597753 -0.528483 -1.970683 -2.42 -0.10 -1.53
C -3.633092 0.630997 -0.954696 -0.29 -2.24 0.91
O -4.664392 0.165274 -0.030872 -0.80 0.47 -0.89
C -5.306099 -0.997591 -0.475912 -1.20 0.02 3.65
O -6.210769 -1.501173 0.217845 2.78 1.36 -2.86
O -4.689416 -1.477195 -1.532236 0.69 0.71 -0.45
H -3.125381 -0.392866 -4.116599 0.00 -0.08 -0.01
H -3.960560 0.992462 -3.543933 0.00 0.21 0.29
H -4.838717 -0.392661 -4.069180 -0.28 -0.75 1.05
H -2.673753 -1.060157 -1.743385 -0.07 -0.28 -1.15
H -3.713177 1.625049 -1.394643 -0.70 -0.06 0.29
H -2.730215 0.560145 -0.348165 0.17 0.50 -0.10
C -1.833047 1.071096 -7.386988 -0.96 -0.53 -1.68
C -2.857405 1.642610 -6.483971 0.16 -1.16 1.07
C -3.424485 2.944976 -6.952186 -0.83 0.89 -0.44
O -4.765994 2.639203 -7.298546 -2.07 0.59 1.35
C -5.169949 1.449822 -6.711041 -1.19 -1.54 -5.87
O -6.191941 0.842539 -7.040431 1.60 2.35 2.40
O -4.053138 0.814911 -6.483088 2.09 -1.75 2.47
H -1.557343 0.054962 -7.104934 0.33 0.24 0.19
H -1.008038 1.774412 -7.500194 0.15 -0.27 0.03
H -2.394162 0.991882 -8.318104 0.62 -0.13 -0.68
H -2.335164 1.520940 -5.534983 -0.96 0.94 0.85
H -3.050671 3.256738 -7.927466 0.75 0.30 0.36
H -3.452500 3.748761 -6.216494 0.39 0.08 -0.04
C -2.993297 -1.675692 4.726284 -0.17 0.03 -0.83
C -1.818808 -1.009813 5.365859 -0.51 0.47 -0.98
C -1.859217 0.492794 5.577137 0.11 0.83 -2.63
O -1.867032 0.702386 6.932714 -0.24 -0.41 2.17
C -1.975653 -0.479334 7.560533 0.36 -0.73 3.45
O -2.026555 -0.620126 8.789235 -0.03 0.36 -3.65
O -1.966819 -1.505964 6.664756 1.17 0.30 2.49
H -3.198343 -1.433604 3.683469 0.08 0.17 0.03
H -3.825735 -1.396196 5.372076 -0.35 -0.29 -0.39
H -2.771871 -2.739775 4.808729 -0.45 -0.12 -0.08
H -0.874558 -1.245307 4.874902 0.17 -0.57 0.39
H -2.714460 0.987833 5.117148 -0.10 -0.07 -0.02
H -0.967168 0.956009 5.155497 -0.03 0.12 -0.05
C -2.078734 6.785216 1.256865 1.32 -1.85 -0.25
C -2.053332 5.810162 2.450730 1.32 0.48 0.66
C -0.750688 5.768929 3.257436 2.08 -0.58 -1.59
O -0.931624 6.466368 4.490499 0.33 -0.23 -0.44
C -2.190290 6.849575 4.513398 -3.12 1.26 1.85
O -2.773173 7.502526 5.381835 1.91 -1.54 -1.97
O -2.851245 6.369498 3.435434 -2.25 0.92 1.25
H -3.091843 7.149615 1.086771 0.41 0.40 -0.01
H -1.678027 6.257179 0.391585 -0.66 -0.47 -0.40
H -1.220679 7.454971 1.313964 -0.73 1.04 0.68
H -2.308253 4.761410 2.298337 -0.67 0.23 -0.51
H 0.045925 6.249253 2.689273 0.13 0.20 0.20
H -0.421440 4.738193 3.388869 -0.20 0.03 0.62
C -1.654455 5.109289 -2.343281 -1.87 0.35 1.65
C -0.854912 4.192414 -3.208579 0.16 2.10 0.28
C 0.646867 4.326644 -2.861654 -0.96 -0.49 -0.80
O 1.042136 2.915768 -2.889332 1.62 1.15 0.07
C 0.014933 2.181523 -3.138952 -3.06 -6.00 -0.50
O -0.069854 0.935116 -3.327316 1.52 4.05 0.32
O -1.161518 2.835725 -3.080640 0.47 0.11 0.17
H -2.714800 4.875476 -2.247893 -0.47 0.03 -1.55
H -1.536202 6.174253 -2.543203 0.05 -0.15 -0.48
H -1.600653 5.051827 -1.256122 1.71 -0.48 0.23
H -1.032633 4.463958 -4.249139 0.06 0.05 -0.17
H 0.795833 4.802067 -1.892172 0.37 -0.47 0.05
H 1.132953 4.855960 -3.681191 0.46 -0.09 0.35
C 0.574362 -9.368110 4.810510 -1.30 -0.04 0.24
C -0.538306 -8.688228 3.967426 2.93 -1.59 1.12
C -1.782238 -8.115658 4.672486 1.90 -2.90 -0.17
O -1.890110 -6.885268 4.090748 -1.09 2.44 -1.47
C -0.869972 -6.573863 3.249148 1.34 -1.04 0.30
O -0.785673 -5.613461 2.535488 -0.12 -0.99 0.99
O 0.109600 -7.578565 3.405494 -1.53 2.88 -1.30
H 0.689233 -8.853295 5.764383 0.37 0.03 -0.07
H 1.487615 -9.409290 4.216899 -0.01 0.19 0.16
H 0.267522 -10.395572 5.006149 0.06 -0.08 0.17
H -0.632469 -9.430221 3.174532 -1.24 0.25 -0.32
H -1.626038 -8.037371 5.748386 -0.16 0.08 -0.01
H -2.515353 -8.880414 4.415981 -1.00 0.86 0.23
C 6.300225 2.237719 -2.750240 -2.73 0.59 0.27
C 4.891054 2.990870 -2.430962 3.11 -0.36 -0.48
C 5.027162 3.928795 -1.305503 -1.66 1.82 3.09
O 4.516212 5.171292 -1.781971 0.31 1.36 2.18
C 4.493674 5.154830 -3.062233 -0.79 1.87 -1.04
O 4.279136 6.097221 -3.759465 -0.16 0.46 -0.68
O 4.676879 3.948387 -3.475487 0.14 -3.59 -2.74
H 7.147747 2.842848 -2.428349 -0.15 0.05 -0.19
H 6.262389 2.097051 -3.830466 0.46 -0.25 0.11
H 6.283598 1.289934 -2.212152 0.19 -0.08 -0.22
H 4.047106 2.333550 -2.221696 0.00 -0.16 -0.84
H 5.970264 4.220547 -0.843381 0.37 -0.88 -0.21
H 4.251262 3.780557 -0.554439 0.70 -0.97 0.65
C 0.079903 -1.577668 -0.138504 1.23 0.80 0.54
C 0.668587 -0.227329 0.484551 -2.00 -2.69 -1.75
C 0.365612 0.896530 -0.449685 1.43 0.41 -0.54
O 0.055304 1.963202 0.432607 -0.34 0.82 0.08
C -0.196672 1.478794 1.632250 -1.75 1.09 3.68
O -0.490134 2.167164 2.634699 1.25 -2.50 -3.36
O -0.159799 0.086767 1.594255 0.51 1.81 1.12
H -0.982158 -1.505952 -0.373028 -0.06 0.34 0.48
H 0.253365 -2.412711 0.540256 -0.09 -0.02 -0.06
H 0.540985 -1.803063 -1.100114 0.41 0.06 0.08
H 1.731634 -0.259186 0.723350 -0.15 -0.26 0.30
H -0.417824 0.683611 -1.177008 -0.11 0.19 0.38
H 1.287600 1.207488 -0.940942 -0.21 -0.14 -0.44
```
Positions in Å, forces in eV/Å.